(1)
The following is a DFT calculation (ωB97M-V/def2-TZVPD) of a molecular structure, C22H59N7O10PS3.

frontier orbital gap = 7.90 eV
lowest unoccupied orbital energy = 2.178 eV
net charge = -1
energy above the lowest of the compared OMol25 structures with the same formula, charge and spin = 0.000 eV
E_HOMO = -0.2104 Ha

XYZ file:
```
102
Properties=species:S:1:pos:R:3:lowdin_charge:R:1
C -3.016 3.877 0.239 -0.29
P -1.497 2.817 0.609 0.82
O -0.775 2.404 -0.878 -0.37
S -0.047 4.075 1.643 0.35
O -0.716 4.906 2.669 -0.42
O 0.817 3.097 2.349 -0.44
N 0.960 4.906 0.587 -0.33
S 0.181 6.152 -0.187 0.53
O -0.662 5.715 -1.331 -0.37
O 1.241 7.026 -0.747 -0.39
N -0.761 7.158 0.874 -0.06
C -0.182 8.249 0.988 -0.78
S 0.267 9.798 0.896 0.68
H -3.839 3.283 -0.232 0.03
H -3.316 4.380 1.198 0.05
H -2.713 4.673 -0.495 0.02
H -1.220 2.981 -1.532 0.04
C 1.183 -2.251 -3.026 -0.07
C 0.583 -1.008 -2.376 -0.44
C -0.550 -0.370 -3.202 -0.20
O -0.108 0.394 -4.318 -0.19
C 0.160 -0.364 -5.482 -0.12
N 1.658 -0.048 -2.100 0.06
H 1.828 -2.011 -3.874 0.06
H 1.796 -2.796 -2.304 0.06
H 0.399 -2.930 -3.374 0.07
H 0.153 -1.321 -1.421 0.11
H -1.075 0.339 -2.554 0.10
H -1.292 -1.118 -3.512 0.11
H -0.525 -1.210 -5.588 0.09
H 1.196 -0.712 -5.481 0.07
H 0.034 0.293 -6.345 0.08
H 1.268 0.741 -1.586 0.07
H 1.934 0.360 -2.993 0.07
C -7.352 -0.553 1.418 -0.06
C -6.884 -0.247 0.001 -0.43
C -5.761 0.804 -0.053 -0.21
O -6.195 2.145 0.120 -0.21
C -6.350 2.542 1.473 -0.11
N -8.040 0.148 -0.812 0.04
H -7.968 0.242 1.841 0.06
H -7.958 -1.463 1.429 0.08
H -6.499 -0.714 2.082 0.06
H -6.478 -1.177 -0.413 0.13
H -5.319 0.771 -1.055 0.12
H -4.954 0.563 0.651 0.11
H -5.606 2.078 2.126 0.10
H -7.359 2.314 1.824 0.07
H -6.223 3.625 1.523 0.09
H -7.737 0.266 -1.776 0.07
H -8.302 1.091 -0.527 0.07
C 2.346 -0.072 1.935 -0.06
C 1.979 -1.552 1.931 -0.42
C 3.064 -2.454 2.546 -0.21
O 4.167 -2.688 1.683 -0.20
C 5.152 -1.668 1.696 -0.11
N 1.653 -1.955 0.559 0.05
H 3.095 0.177 1.182 0.07
H 1.466 0.538 1.720 0.06
H 2.728 0.234 2.912 0.08
H 1.077 -1.663 2.544 0.13
H 2.621 -3.440 2.730 0.12
H 3.398 -2.078 3.520 0.12
H 5.274 -1.224 2.688 0.09
H 4.908 -0.899 0.962 0.07
H 6.102 -2.116 1.399 0.08
H 1.323 -2.919 0.570 0.07
H 2.529 -2.008 0.041 0.07
C 7.793 -1.143 -3.727 -0.08
C 6.552 -0.531 -3.085 -0.43
C 6.874 0.452 -1.944 -0.20
O 7.235 -0.171 -0.718 -0.20
C 8.596 -0.546 -0.624 -0.11
N 5.664 -1.610 -2.639 0.05
H 8.259 -1.902 -3.096 0.06
H 7.531 -1.628 -4.670 0.07
H 8.541 -0.376 -3.946 0.08
H 6.033 0.037 -3.865 0.13
H 5.963 1.019 -1.725 0.13
H 7.632 1.186 -2.244 0.12
H 9.255 0.164 -1.132 0.09
H 8.743 -1.553 -1.023 0.07
H 8.864 -0.570 0.434 0.09
H 4.797 -1.200 -2.293 0.06
H 6.083 -2.022 -1.806 0.07
C -2.577 -4.206 3.488 -0.07
C -3.215 -2.963 4.101 -0.43
C -4.350 -2.371 3.244 -0.22
O -3.905 -1.625 2.122 -0.21
C -3.600 -2.406 0.980 -0.10
N -2.165 -1.974 4.372 0.04
H -1.926 -3.969 2.645 0.06
H -1.963 -4.721 4.230 0.07
H -3.340 -4.909 3.144 0.08
H -3.654 -3.265 5.058 0.13
H -4.903 -1.659 3.866 0.12
H -5.070 -3.141 2.939 0.12
H -4.266 -3.269 0.882 0.09
H -2.558 -2.731 1.008 0.08
H -3.722 -1.773 0.099 0.08
H -2.578 -1.184 4.862 0.07
H -1.881 -1.579 3.476 0.07
```

(2)
The following is a DFT calculation (ωB97M-V/def2-TZVPD) of a molecular structure, C22H60AgO9S7Tl.

frontier orbital gap = 2.25 eV
lowest unoccupied orbital energy = -10.719 eV
net charge = +2
energy above the lowest of the compared OMol25 structures with the same formula, charge and spin = 2.096 eV
E_HOMO = -0.4767 Ha

XYZ file:
```
100
Properties=species:S:1:pos:R:3:lowdin_charge:R:1
Ag -8.226 -11.178 0.425 0.81
Tl -10.145 -7.845 -0.221 1.06
O -8.658 -7.224 2.267 -0.17
C -8.923 -8.116 3.356 -0.19
C -9.385 -9.627 3.114 -0.25
O -9.808 -10.096 1.889 -0.27
H -9.731 -7.675 3.940 0.15
H -8.041 -8.139 3.996 0.07
H -10.005 -10.052 3.903 0.09
H -8.448 -10.142 3.328 0.13
C -4.719 -2.883 2.376 -0.23
S -5.071 -4.723 2.331 0.83
O -3.794 -5.476 2.729 -0.58
C -6.216 -4.564 3.747 -0.27
H -4.446 -2.422 3.326 0.06
H -5.664 -2.534 1.960 0.04
H -3.919 -2.573 1.705 0.06
H -6.832 -5.445 3.926 0.02
H -6.976 -3.825 3.491 0.05
H -5.601 -4.264 4.595 0.06
C -13.207 -8.726 3.265 -0.22
S -13.850 -7.517 2.018 0.87
O -12.618 -6.773 1.525 -0.66
C -14.656 -6.395 3.159 -0.24
H -14.088 -9.082 3.798 0.06
H -12.533 -8.242 3.972 0.03
H -12.787 -9.567 2.712 0.02
H -15.334 -5.653 2.737 0.08
H -13.866 -5.994 3.793 0.01
H -15.428 -6.932 3.710 0.07
C -5.068 -8.621 1.822 -0.29
S -4.918 -10.388 2.040 0.91
O -6.042 -11.039 1.238 -0.66
C -3.495 -10.324 0.831 -0.20
H -5.119 -8.098 0.867 0.09
H -4.474 -8.052 2.537 0.05
H -6.006 -8.357 2.308 0.02
H -2.940 -11.262 0.825 0.06
H -2.747 -9.551 1.013 0.07
H -4.006 -10.210 -0.124 0.06
C -9.792 -11.099 9.188 -0.23
S -11.215 -10.529 8.163 0.88
O -11.314 -8.999 8.278 -0.59
C -10.476 -10.982 6.522 -0.25
H -9.625 -12.156 8.981 0.05
H -10.022 -11.036 10.252 0.06
H -8.915 -10.482 8.992 0.03
H -9.722 -10.230 6.288 0.00
H -11.127 -10.811 5.665 0.02
H -10.033 -11.977 6.570 0.05
C -12.270 -3.689 7.391 -0.23
S -12.837 -4.673 5.961 0.84
O -12.763 -3.759 4.780 -0.51
C -11.521 -5.906 5.839 -0.26
H -12.958 -2.848 7.474 0.06
H -11.334 -3.218 7.094 0.06
H -12.165 -4.131 8.382 0.07
H -10.537 -5.536 5.550 0.06
H -11.642 -6.571 4.984 0.00
H -11.536 -6.524 6.737 0.05
C -5.583 -8.464 5.979 -0.21
S -7.259 -8.921 6.657 0.80
O -6.834 -9.944 7.647 -0.54
C -7.647 -7.384 7.580 -0.21
H -4.944 -8.070 6.770 0.07
H -5.661 -7.697 5.209 0.03
H -5.211 -9.443 5.677 0.03
H -6.955 -6.547 7.491 0.06
H -8.080 -7.687 8.533 0.07
H -8.566 -7.027 7.115 0.02
C -6.856 -13.120 7.444 -0.21
S -6.764 -13.985 5.778 0.88
O -8.118 -14.552 5.604 -0.53
C -6.640 -12.479 4.663 -0.24
H -5.854 -12.719 7.598 0.05
H -7.134 -13.787 8.260 0.07
H -7.576 -12.308 7.339 0.01
H -6.537 -12.707 3.602 0.03
H -5.929 -11.720 4.989 0.03
H -7.615 -12.025 4.840 0.02
C -12.561 -12.250 2.874 -0.14
C -12.711 -13.764 2.706 -0.24
C -11.499 -14.397 1.957 -0.20
C -11.568 -15.917 1.627 -0.24
C -10.374 -16.439 0.858 -0.27
C -10.206 -17.930 1.101 -0.11
H -11.594 -12.013 3.318 0.04
H -13.395 -11.757 3.373 0.07
H -12.332 -11.768 1.923 0.06
H -12.946 -14.286 3.634 0.11
H -13.670 -13.793 2.190 0.11
H -10.627 -14.366 2.611 0.10
H -11.315 -13.923 0.993 0.10
H -11.703 -16.451 2.568 0.11
H -12.489 -16.140 1.089 0.12
H -10.366 -16.177 -0.200 0.11
H -9.530 -15.973 1.366 0.09
H -9.207 -18.303 0.877 0.07
H -10.587 -18.292 2.056 0.07
H -10.855 -18.488 0.427 0.07
```

(3)
The following is a DFT calculation (ωB97M-V/def2-TZVPD) of 5 unconnected molecules or ions with the total composition C22H60BN5O7P.

frontier orbital gap = 6.66 eV
lowest unoccupied orbital energy = 2.379 eV
net charge = -1
E_HOMO = -0.1575 Ha

XYZ file:
```
96
Properties=species:S:1:pos:R:3:lowdin_charge:R:1
C 2.628 2.301 0.883 -0.11
C 1.734 1.254 1.543 -0.24
C 1.969 -0.171 1.015 -0.16
C 0.820 -0.702 0.138 -0.21
O 0.361 0.295 -0.763 -0.10
C -1.041 0.438 -1.037 -0.35
C -1.242 1.768 -1.748 -0.15
O -1.762 2.653 -0.778 -0.09
B -2.438 1.840 0.225 -0.82
P -2.093 2.679 2.035 0.69
N -1.159 3.960 2.251 -0.39
O -1.850 0.468 0.106 -0.06
H 2.511 3.276 1.362 0.06
H 3.684 2.016 0.980 0.06
H 2.412 2.402 -0.187 0.07
H 1.878 1.299 2.627 0.09
H 0.696 1.520 1.362 0.09
H 2.081 -0.876 1.848 0.10
H 2.911 -0.214 0.452 0.10
H -0.008 -1.047 0.767 0.12
H 1.174 -1.557 -0.465 0.10
H -1.371 -0.425 -1.642 0.15
H -1.944 1.657 -2.585 0.11
H -0.282 2.136 -2.134 0.13
H -3.670 1.781 0.108 0.06
H -1.717 1.586 2.873 -0.05
H -3.358 2.843 2.658 -0.06
H -0.803 4.238 1.340 -0.09
C -3.480 5.102 -6.818 -0.07
C -3.660 3.621 -6.508 -0.44
C -3.557 3.283 -5.018 -0.21
O -2.246 3.330 -4.505 -0.20
C -1.804 4.582 -4.021 -0.09
N -2.731 2.844 -7.333 0.03
H -2.431 5.389 -6.736 0.06
H -3.801 5.313 -7.838 0.07
H -4.057 5.724 -6.131 0.08
H -4.673 3.332 -6.812 0.13
H -3.894 2.252 -4.873 0.12
H -4.216 3.936 -4.430 0.12
H -2.634 5.144 -3.581 0.09
H -1.342 5.192 -4.803 0.07
H -1.075 4.381 -3.237 0.09
H -2.932 1.855 -7.230 0.07
H -1.798 2.967 -6.949 0.07
C -4.396 -5.467 -1.774 -0.07
C -3.315 -4.948 -2.715 -0.44
C -2.196 -4.171 -2.012 -0.22
O -2.556 -2.872 -1.598 -0.19
C -3.200 -2.785 -0.330 -0.08
N -3.947 -4.186 -3.795 0.03
H -5.051 -4.657 -1.453 0.06
H -5.010 -6.208 -2.285 0.07
H -3.959 -5.922 -0.883 0.08
H -2.829 -5.815 -3.178 0.13
H -1.379 -4.037 -2.728 0.12
H -1.815 -4.749 -1.160 0.10
H -2.818 -3.554 0.344 0.08
H -4.284 -2.892 -0.425 0.07
H -2.973 -1.801 0.081 0.08
H -3.251 -3.944 -4.493 0.07
H -4.256 -3.297 -3.410 0.07
C 1.088 -6.347 1.558 -0.07
C 1.255 -5.196 0.571 -0.44
C 2.671 -4.614 0.521 -0.21
O 3.019 -3.813 1.632 -0.19
C 3.516 -4.498 2.759 -0.11
N 0.230 -4.188 0.832 0.06
H 1.045 -5.975 2.582 0.06
H 0.152 -6.870 1.362 0.07
H 1.911 -7.061 1.486 0.08
H 1.066 -5.589 -0.437 0.13
H 2.740 -3.950 -0.344 0.12
H 3.410 -5.419 0.396 0.12
H 4.138 -5.350 2.459 0.09
H 2.722 -4.867 3.414 0.07
H 4.129 -3.793 3.319 0.09
H 0.253 -3.479 0.102 0.05
H 0.478 -3.688 1.682 0.08
C 4.738 3.031 6.974 -0.07
C 5.437 2.862 5.631 -0.44
C 4.732 3.571 4.468 -0.22
O 3.561 2.938 4.027 -0.20
C 2.363 3.285 4.713 -0.09
N 5.645 1.434 5.376 0.03
H 3.842 2.412 7.024 0.06
H 5.401 2.720 7.782 0.07
H 4.442 4.068 7.140 0.08
H 6.430 3.321 5.706 0.13
H 5.411 3.568 3.609 0.12
H 4.525 4.619 4.732 0.12
H 2.400 4.332 5.032 0.09
H 2.200 2.658 5.597 0.08
H 1.529 3.170 4.019 0.08
H 6.217 1.317 4.547 0.07
H 4.744 1.029 5.135 0.07
```

(4)
The following is a DFT calculation (ωB97M-V/def2-TZVPD) of 7 unconnected molecules or ions with the total composition C22H60BO22PS6.

frontier orbital gap = 8.16 eV
lowest unoccupied orbital energy = 0.384 eV
net charge = 0
E_HOMO = -0.2859 Ha

XYZ file:
```
112
Properties=species:S:1:pos:R:3:lowdin_charge:R:1
O -0.195 1.104 -0.809 0.05
C 0.888 1.536 -1.113 -0.35
O 1.256 2.811 -0.998 -0.07
C 0.244 3.809 -1.342 -0.22
C -0.528 4.299 -0.135 -0.33
P -2.261 3.478 0.128 0.83
C -3.994 2.704 0.390 -0.28
B -5.115 3.224 -0.575 -0.77
O -4.775 3.917 -1.707 0.14
O -6.469 3.084 -0.333 0.14
H 1.681 0.896 -1.522 0.15
H -0.415 3.346 -2.085 0.10
H 0.813 4.601 -1.821 0.12
H -0.647 5.384 -0.184 0.07
H 0.058 4.085 0.764 0.07
H -2.302 3.141 -1.251 0.03
H -2.769 4.731 0.545 0.01
H -1.711 2.587 1.073 0.02
H -4.285 2.943 1.423 0.06
H -3.915 1.610 0.347 0.07
H -5.543 4.085 -2.261 0.10
H -6.665 2.377 0.285 0.09
C 0.405 0.759 6.393 -0.07
C 1.705 0.432 5.693 -0.24
O 1.627 0.608 4.253 -0.27
S 1.661 2.093 3.698 0.56
C 1.967 1.701 2.017 -0.12
O 2.786 2.773 4.269 -0.28
O 0.364 2.687 3.817 -0.28
H 0.167 1.819 6.322 0.07
H 0.496 0.491 7.446 0.08
H -0.418 0.194 5.956 0.08
H 2.535 1.032 6.067 0.11
H 1.964 -0.618 5.805 0.12
H 2.943 1.231 1.935 0.08
H 1.941 2.641 1.468 0.06
H 1.175 1.040 1.672 0.07
C 2.326 -4.512 -3.608 -0.07
C 0.950 -3.939 -3.869 -0.24
O 0.286 -3.514 -2.649 -0.28
S 0.766 -2.163 -1.975 0.56
C -0.560 -2.000 -0.838 -0.12
O 0.735 -1.118 -2.957 -0.28
O 1.985 -2.381 -1.253 -0.28
H 3.019 -3.754 -3.247 0.07
H 2.715 -4.928 -4.538 0.08
H 2.266 -5.310 -2.868 0.07
H 0.985 -3.106 -4.572 0.11
H 0.297 -4.709 -4.272 0.11
H -1.480 -1.835 -1.393 0.08
H -0.334 -1.132 -0.226 0.05
H -0.613 -2.903 -0.234 0.07
C 4.413 4.338 -1.646 -0.07
C 5.580 3.928 -2.512 -0.24
O 5.342 4.171 -3.926 -0.27
S 5.423 5.669 -4.433 0.56
C 5.500 5.322 -6.154 -0.12
O 6.658 6.243 -3.987 -0.28
O 4.200 6.352 -4.143 -0.28
H 4.272 5.418 -1.650 0.08
H 4.598 4.018 -0.619 0.09
H 3.491 3.872 -1.993 0.07
H 6.503 4.435 -2.227 0.11
H 5.754 2.855 -2.467 0.12
H 6.422 4.787 -6.364 0.07
H 5.487 6.286 -6.659 0.08
H 4.627 4.736 -6.428 0.08
C -0.269 -10.321 -3.540 -0.07
C -1.676 -9.925 -3.154 -0.24
O -1.710 -8.867 -2.156 -0.26
S -1.396 -7.394 -2.646 0.56
C -1.953 -6.533 -1.219 -0.10
O -2.229 -7.086 -3.769 -0.27
O 0.022 -7.223 -2.772 -0.28
H 0.243 -9.519 -4.068 0.07
H -0.317 -11.193 -4.193 0.08
H 0.314 -10.577 -2.656 0.08
H -2.263 -9.603 -4.014 0.11
H -2.202 -10.744 -2.669 0.12
H -3.024 -6.676 -1.117 0.08
H -1.714 -5.485 -1.395 0.07
H -1.422 -6.901 -0.345 0.06
C -0.372 -8.211 5.198 -0.07
C 0.970 -8.523 4.577 -0.24
O 0.958 -8.414 3.127 -0.27
S 0.968 -6.955 2.508 0.56
C 1.368 -7.402 0.860 -0.12
O 2.027 -6.204 3.110 -0.27
O -0.359 -6.412 2.522 -0.29
H -0.641 -7.164 5.067 0.07
H -0.324 -8.428 6.265 0.08
H -1.154 -8.824 4.750 0.08
H 1.760 -7.878 4.961 0.11
H 1.259 -9.557 4.749 0.12
H 2.363 -7.834 0.822 0.08
H 1.327 -6.483 0.277 0.08
H 0.613 -8.103 0.514 0.07
C -2.389 10.408 1.598 -0.07
C -3.513 10.051 2.543 -0.24
O -4.439 9.082 1.978 -0.27
S -3.957 7.573 1.917 0.55
C -5.519 6.842 1.576 -0.11
O -3.498 7.181 3.215 -0.27
O -3.094 7.383 0.791 -0.29
H -1.727 9.562 1.425 0.07
H -1.808 11.221 2.033 0.08
H -2.785 10.734 0.636 0.09
H -3.144 9.659 3.491 0.11
H -4.146 10.911 2.752 0.12
H -6.177 7.004 2.424 0.08
H -5.334 5.779 1.428 0.06
H -5.919 7.286 0.668 0.08
```

Question: Among the records above, which one has the highest frontier orbital gap?
Answer: C22H60BO22PS6